{
  "formula": "C20H34Cl2InO8",
  "method": "wB97M-V/def2-TZVPD",
  "fmax_ev_per_a": 2.23,
  "total_charge": -1,
  "homo_energy_ha": -0.1994,
  "species": ["C", "C", "In", "C", "C", "C", "C", "O", "O", "O", "C", "C", "C", "O", "C", "Cl", "C", "C", "Cl", "H", "H", "H", "H", "H", "H", "H", "H", "H", "H", "H", "H", "H", "H", "H", "H", "H", "H", "O", "C", "O", "C", "C", "C", "H", "H", "H", "H", "H", "H", "H", "H", "O", "C", "O", "C", "C", "C", "H", "H", "H", "H", "H", "H", "H", "H"],
  "positions_angstrom": [[4.3739, 0.1185, 3.8706], [3.3600, -0.3498, 3.3634], [1.5232, -0.8588, 2.1158], [1.2469, -3.0826, 2.1643], [0.0969, -3.6348, 1.2321], [-0.2943, -5.1634, 1.4643], [0.6209, -5.9471, 2.4616], [0.0778, -6.5404, 3.3846], [2.0053, -6.0611, 2.3514], [-0.0714, 0.1994, 3.0341], [-0.6859, -0.5849, 4.0595], [-2.0817, -1.2738, 3.6579], [-2.0217, -2.8435, 3.9556], [-2.5617, -0.9520, 2.3526], [1.7319, 0.0335, 0.0567], [1.3260, 1.8229, -0.0955], [2.1247, -0.6022, -1.0838], [2.2063, 0.0880, -2.5092], [2.5954, -2.3444, -1.0192], [5.2853, 0.5845, 4.3091], [0.9515, -3.3471, 3.2327], [2.2412, -3.5660, 1.9695], [-0.8102, -2.9934, 1.4225], [0.3317, -3.5172, 0.1341], [-1.3667, -5.2226, 1.8105], [-0.2660, -5.7268, 0.4825], [2.3313, -5.9835, 3.2725], [-0.8858, 0.1196, 4.9336], [0.0802, -1.3361, 4.4399], [-2.8547, -0.8638, 4.3801], [-1.0471, -3.1515, 4.4431], [-2.1964, -3.4807, 3.0475], [-2.8341, -3.1274, 4.6968], [-1.8671, -1.0214, 1.6727], [1.9050, -0.7102, -3.2583], [1.3908, 0.8685, -2.5792], [3.2226, 0.5091, -2.7283], [1.7846, 3.6711, -3.9974], [1.4297, 4.6199, -3.3463], [1.5151, 5.8616, -3.8703], [0.9771, 7.0338, -3.2499], [1.9287, 7.5912, -2.2105], [0.9695, 4.4532, -1.9226], [-0.0192, 6.8387, -2.8469], [0.8486, 7.7672, -4.0482], [2.1091, 6.8789, -1.4046], [1.5287, 8.5099, -1.7763], [2.8988, 7.8086, -2.6629], [1.8414, 4.3611, -1.2750], [0.3741, 3.5440, -1.8569], [0.3354, 5.2624, -1.5645], [-2.2261, -1.9964, -0.3106], [-2.5956, -1.2798, -1.2038], [-2.2027, -1.5273, -2.4688], [-2.7054, -0.8370, -3.6167], [-1.9782, 0.4761, -3.8287], [-3.4232, -0.0563, -0.9138], [-3.7893, -0.7136, -3.5537], [-2.5191, -1.4918, -4.4700], [-2.1137, 1.1539, -2.9848], [-2.3377, 0.9732, -4.7323], [-0.9041, 0.3033, -3.9253], [-2.7659, 0.7423, -0.5670], [-4.1377, -0.3029, -0.1277], [-4.0068, 0.2965, -1.7623]],
  "forces_ev_per_angstrom": [[0.314, 0.232, 0.125], [0.319, 0.478, -0.121], [0.393, -0.056, 0.371], [-0.516, -0.434, 0.284], [0.258, 0.243, -0.135], [0.626, 0.075, -0.751], [-1.507, -0.950, 1.338], [0.768, 0.816, -0.788], [-1.100, 1.082, -0.220], [-0.267, -1.345, 0.102], [0.674, 1.078, 0.021], [0.313, -0.512, 0.958], [-0.383, -0.187, 0.472], [0.239, -0.176, 0.584], [0.373, -0.718, -0.787], [0.311, -1.414, 0.036], [-0.348, 1.937, -0.168], [-1.017, -1.342, 0.467], [-0.267, 1.332, -0.072], [-1.382, -0.788, -0.610], [0.443, 0.329, -1.068], [-0.946, 0.441, 0.081], [0.842, -0.944, -0.296], [-0.099, 0.086, 1.271], [1.417, -0.259, 0.035], [0.103, 0.611, 0.934], [-0.251, -0.412, -0.617], [0.088, -0.820, -0.808], [-1.163, 0.390, -0.212], [0.773, -0.307, -1.031], [-1.012, 0.374, -0.693], [0.237, 0.773, 0.736], [0.843, 0.318, -0.855], [-0.110, -0.024, 0.616], [0.725, 0.925, 0.671], [1.244, -0.637, 0.210], [-1.034, -0.388, 0.176], [-0.102, 0.563, -0.117], [0.159, -0.533, 0.399], [-0.031, 0.163, -0.611], [0.105, 0.022, 0.229], [0.124, -0.060, 0.121], [-0.667, 0.262, -0.066], [0.081, -0.071, 0.069], [0.064, -0.221, -0.108], [-0.107, 0.039, 0.009], [0.012, -0.028, -0.031], [-0.107, 0.045, -0.046], [-0.057, -0.075, -0.035], [0.310, -0.048, -0.015], [0.166, 0.106, 0.047], [0.056, -0.037, -0.684], [0.078, 0.319, 0.486], [0.069, -0.560, -0.200], [0.064, 0.283, 0.019], [0.088, 0.112, 0.091], [-0.633, 0.009, -0.172], [0.039, 0.060, 0.099], [0.061, -0.130, 0.213], [-0.078, -0.011, -0.042], [0.022, -0.035, 0.017], [-0.082, -0.041, -0.059], [-0.013, -0.064, 0.048], [0.313, 0.020, 0.156], [0.168, 0.100, -0.073]]
}

{
  "formula": "C20H34ClIP3Y",
  "method": "wB97M-V/def2-TZVPD",
  "fmax_ev_per_a": 4.31,
  "total_charge": 2,
  "homo_energy_ha": [-0.4237, -0.4241],
  "species": ["C", "I", "H", "H", "H", "Y", "P", "C", "C", "H", "H", "H", "H", "H", "H", "C", "H", "H", "H", "P", "C", "C", "H", "H", "H", "C", "H", "H", "H", "H", "H", "H", "Cl", "C", "P", "C", "C", "C", "C", "C", "C", "C", "C", "C", "C", "C", "C", "H", "H", "H", "H", "H", "H", "H", "H", "H", "H", "H", "H", "H"],
  "positions_angstrom": [[1.4882, -0.3420, 0.8917], [-0.4280, -0.1205, -0.0356], [1.9858, -0.7895, 0.0011], [1.6446, -0.9751, 1.7755], [1.7361, 0.7545, 0.9864], [2.8321, -1.7309, -3.4675], [1.6041, -3.5689, -0.9602], [0.4316, -3.8164, 0.4836], [0.7506, -4.7168, -2.1249], [0.7235, -5.7457, -1.7335], [2.6257, -5.6472, -0.0571], [1.2672, -4.6791, -3.1051], [3.8082, -4.5525, -0.8355], [-0.5747, -3.4403, 0.2763], [-0.2674, -4.2967, -2.1998], [2.9288, -4.5893, -0.1797], [0.4065, -4.8928, 0.7342], [3.1375, -4.0816, 0.7855], [0.7536, -3.2672, 1.3761], [2.3046, 1.1881, -2.7373], [1.2138, 2.3753, -1.6717], [3.7447, 2.3021, -2.7438], [1.7577, 0.8897, -5.0864], [1.8485, 2.6341, -4.6199], [0.4390, 1.7261, -4.1186], [1.5176, 1.6348, -4.3026], [4.6579, 1.7549, -3.0542], [3.5754, 3.1407, -3.4416], [1.4903, 3.3958, -2.0167], [1.4132, 2.2148, -0.6001], [3.8970, 2.6965, -1.7246], [0.1629, 2.0651, -1.7712], [4.9832, -2.8208, -3.9654], [0.3705, 1.7304, 2.6117], [-1.1967, 1.2409, 1.8267], [-2.1253, -0.1555, 2.4741], [-3.4057, -0.5033, 1.9517], [-4.0308, -1.6346, 2.4440], [-3.4471, -2.2946, 3.5236], [-2.1818, -1.9763, 4.0090], [-1.4908, -0.8983, 3.4723], [-2.0036, 2.5337, 0.9116], [-1.7523, 3.7988, 1.4923], [-2.2928, 4.9617, 0.9283], [-3.1092, 4.8162, -0.1905], [-3.3589, 3.5912, -0.7997], [-2.8077, 2.4397, -0.2629], [0.9839, 0.8496, 2.8413], [0.0372, 2.1297, 3.5757], [0.9192, 2.4787, 2.0038], [-3.8864, 0.1800, 1.2475], [-4.9509, -2.0627, 2.0352], [-3.9736, -3.1416, 3.9380], [-1.8972, -2.5752, 4.8659], [-0.5083, -0.5836, 3.7790], [-1.1010, 3.8228, 2.3633], [-2.1495, 5.9515, 1.3108], [-3.5388, 5.6642, -0.6597], [-3.9633, 3.4755, -1.7142], [-2.9991, 1.4617, -0.7365]],
  "forces_ev_per_angstrom": [[1.090, 1.035, -1.163], [0.344, -2.680, -3.361], [0.021, 0.380, 0.901], [-0.526, 0.402, -0.212], [0.509, -1.757, 0.083], [0.247, -0.251, 0.886], [-0.462, -1.237, 0.752], [-0.148, 0.663, -0.073], [0.268, 0.468, -0.074], [-0.030, 0.376, -0.250], [0.034, 0.663, 0.121], [-0.480, -0.305, 0.346], [0.037, -0.101, 0.423], [0.059, -0.260, -0.151], [0.313, -0.418, -0.311], [0.338, 0.432, -0.535], [-0.018, 0.498, -0.251], [0.145, -0.595, -0.521], [0.204, -0.148, -0.160], [-0.808, 1.655, 0.951], [0.499, -1.339, -0.088], [1.132, -0.239, -0.046], [-0.418, 0.544, 0.077], [0.005, -0.396, -0.069], [0.176, -0.432, -0.398], [-0.236, 0.029, -0.711], [-0.364, 0.483, 0.187], [0.069, -0.356, 0.387], [-0.527, -0.674, 0.324], [0.333, 0.429, -0.382], [0.092, -0.207, -0.441], [0.351, 0.690, -0.417], [-0.670, 0.332, 0.137], [-0.857, 0.209, 1.162], [-0.921, 0.329, 0.723], [-0.668, 0.592, 0.527], [0.873, 0.855, 0.187], [0.076, -0.255, 0.217], [0.194, -0.342, -0.579], [-0.819, -0.094, 0.350], [-0.553, -0.109, -0.297], [-0.310, 1.127, 0.172], [-0.137, 0.133, -0.464], [-0.342, -1.228, -0.410], [0.214, -0.336, -0.205], [0.125, -0.688, -0.145], [0.544, -0.892, 0.796], [-0.345, 0.453, -0.134], [0.597, 0.399, -0.001], [-0.485, -0.455, 0.411], [0.105, -0.427, 0.006], [0.188, 0.640, 0.105], [0.020, -0.035, 0.143], [0.714, 0.266, -0.118], [0.163, -0.220, 0.459], [-0.274, 0.395, -0.067], [0.288, 0.181, 0.391], [-0.309, 0.840, -0.135], [0.278, 0.404, 0.629], [0.063, 0.574, 0.318]]
}

{
  "formula": "C20H34N4O7S",
  "method": "wB97M-V/def2-TZVPD",
  "fmax_ev_per_a": 1.14,
  "homo_energy_ha": -0.3315,
  "species": ["C", "C", "H", "H", "O", "C", "O", "N", "C", "H", "H", "C", "N", "C", "O", "C", "H", "C", "H", "H", "C", "N", "S", "O", "O", "N", "C", "C", "H", "H", "C", "C", "C", "H", "H", "H", "H", "O", "C", "H", "C", "H", "O", "H", "H", "H", "H", "C", "C", "H", "H", "H", "H", "H", "H", "C", "H", "C", "H", "H", "H", "H", "H", "H", "H", "H"],
  "positions_angstrom": [[-8.8847, -2.0656, 1.2596], [-9.0531, -1.0388, 0.1488], [-9.5689, -0.1522, 0.5308], [-9.6058, -1.4573, -0.6950], [-7.7960, -0.6447, -0.3993], [-7.1243, 0.3013, 0.2933], [-7.5317, 0.8217, 1.3054], [-5.9547, 0.6355, -0.3059], [-5.0389, 1.5271, 0.3673], [-4.7287, 2.3100, -0.3332], [-5.5633, 1.9765, 1.2116], [-3.8061, 0.7465, 0.8494], [-3.2018, 0.0577, -0.2687], [-2.0071, 0.3041, -0.8671], [-1.7078, -0.2626, -1.9028], [-1.0639, 1.2751, -0.1615], [-1.6319, 2.1621, 0.1371], [0.0623, 1.7420, -1.0944], [0.5894, 2.5655, -0.6112], [-0.3609, 2.0900, -2.0376], [1.0692, 0.6288, -1.3885], [1.5631, -0.0137, -0.1875], [2.7608, 0.8425, 0.5906], [3.0311, 0.1753, 1.8312], [2.5074, 2.2519, 0.6468], [3.9949, 0.6132, -0.5174], [4.4116, -0.7761, -0.5845], [5.5851, -1.0570, 0.3451], [5.8199, -2.1220, 0.3396], [5.3131, -0.7566, 1.3583], [6.8236, -0.2501, -0.1053], [6.3982, 1.0308, -0.8332], [5.0819, 1.5645, -0.2917], [4.8048, 2.4957, -0.7910], [5.1871, 1.7715, 0.7800], [6.3119, 0.8008, -1.8944], [7.1815, 1.7757, -0.6964], [7.6504, 0.0772, 0.9899], [8.5032, -1.0229, 1.2021], [9.4580, -0.6424, 1.5664], [8.6035, -1.6913, -0.1858], [8.3816, -2.7634, -0.1372], [7.6423, -1.0190, -0.9724], [9.5815, -1.5466, -0.6517], [8.0757, -1.7097, 1.9436], [4.6846, -1.0108, -1.6181], [3.5434, -1.3727, -0.3041], [0.5072, -0.5046, 0.6723], [-0.4475, 0.6158, 1.0833], [-1.2180, 0.2112, 1.7412], [0.1276, 1.3661, 1.6308], [0.9893, -0.9359, 1.5503], [-0.0282, -1.2868, 0.1255], [1.9405, 1.0329, -1.9039], [0.5992, -0.1403, -2.0057], [-4.1307, -0.8533, -0.9130], [-4.4383, -1.6160, -0.1896], [-5.3604, -0.0859, -1.4087], [-5.0528, 0.6369, -2.1724], [-6.0943, -0.7679, -1.8328], [-3.6121, -1.3256, -1.7481], [-4.1272, -0.0009, 1.5852], [-3.1079, 1.4263, 1.3296], [-9.8614, -2.3921, 1.6045], [-8.3479, -1.6202, 2.0935], [-8.3289, -2.9273, 0.8967]],
  "forces_ev_per_angstrom": [[0.125, 0.289, -0.283], [-0.395, -0.093, 0.366], [0.035, -0.143, -0.140], [0.056, 0.089, 0.088], [0.306, 0.057, -0.082], [-0.044, 0.065, -0.208], [-0.274, 0.007, 0.362], [0.058, 0.012, -0.138], [0.059, 0.025, 0.435], [0.026, -0.004, 0.052], [0.101, 0.008, -0.119], [-0.187, 0.393, 0.066], [-0.281, -0.283, 0.046], [0.022, 0.319, 0.311], [0.259, -0.075, -0.360], [0.112, 0.141, -0.119], [0.018, -0.093, 0.012], [-0.150, -0.170, -0.061], [-0.120, 0.023, -0.079], [0.029, 0.035, -0.003], [-0.097, 0.385, -0.638], [0.900, 0.367, 0.494], [0.101, -0.436, -0.716], [-0.091, -0.233, 0.119], [0.117, 0.181, -0.162], [-0.970, 0.223, 0.555], [0.206, -0.722, 0.056], [0.222, 0.167, -0.071], [0.013, -0.022, 0.049], [0.026, -0.058, -0.005], [-0.349, 0.045, -0.116], [-0.022, -0.338, 0.250], [0.257, 0.707, 0.033], [0.173, -0.006, 0.149], [0.124, 0.092, -0.065], [0.010, 0.020, -0.052], [-0.013, -0.017, -0.065], [-0.121, 0.326, -0.070], [0.119, -0.320, 0.044], [-0.060, -0.089, 0.008], [0.211, -0.127, 0.178], [0.060, 0.088, 0.007], [-0.180, 0.256, -0.224], [-0.076, -0.065, 0.059], [0.077, 0.062, -0.040], [-0.104, -0.054, 0.054], [0.196, -0.183, -0.212], [-0.206, -0.117, 0.642], [-0.040, -0.135, -0.103], [0.002, 0.032, 0.067], [-0.120, 0.018, 0.094], [-0.231, -0.125, -0.039], [0.097, -0.006, 0.021], [-0.132, -0.013, -0.200], [0.156, 0.095, 0.058], [-0.089, -0.097, -0.444], [-0.024, 0.010, -0.033], [0.126, -0.375, -0.085], [-0.005, -0.078, -0.009], [0.112, 0.087, -0.028], [-0.104, 0.006, 0.148], [0.040, 0.090, 0.017], [0.028, -0.060, 0.002], [-0.111, -0.071, 0.060], [0.008, -0.003, 0.078], [0.010, -0.108, -0.012]]
}

{
  "formula": "C20H34N6O2",
  "method": "wB97M-V/def2-TZVPD",
  "fmax_ev_per_a": 0.03,
  "homo_energy_ha": -0.3072,
  "e_above_lowest_kcal_mol": 23.0,
  "species": ["C", "C", "C", "C", "C", "C", "O", "N", "C", "C", "C", "C", "C", "N", "C", "O", "C", "C", "N", "C", "C", "N", "C", "C", "N", "N", "C", "C", "H", "H", "H", "H", "H", "H", "H", "H", "H", "H", "H", "H", "H", "H", "H", "H", "H", "H", "H", "H", "H", "H", "H", "H", "H", "H", "H", "H", "H", "H", "H", "H", "H", "H"],
  "positions_angstrom": [[1.8176, -4.3808, 1.7359], [2.2230, -3.4877, 0.6013], [2.7776, -3.9559, -0.5125], [3.1397, -3.1073, -1.6994], [2.4447, -1.7456, -1.6439], [3.0504, -0.8129, -2.6797], [4.2472, -0.5659, -2.6468], [2.2329, -0.2571, -3.6262], [2.7857, 0.7125, -4.5534], [0.7919, -0.4431, -3.6736], [0.0520, 0.3998, -2.6414], [-1.4645, 0.1951, -2.7013], [-2.1433, 1.1409, -3.6772], [-2.0508, 0.3600, -1.3770], [-1.8499, -0.5922, -0.4252], [-1.1943, -1.5946, -0.6414], [-2.4418, -0.2898, 0.9021], [-2.6788, 0.9248, 1.4973], [-3.1687, 0.6084, 2.7084], [-3.5119, 1.4760, 3.8207], [-2.2719, 2.0986, 4.4457], [-1.6426, 3.0704, 3.5653], [-0.2296, 3.2286, 3.8691], [-2.3214, 4.3540, 3.6113], [-3.2282, -0.7237, 2.8602], [-2.7883, -1.2693, 1.7789], [2.6308, -1.1457, -0.2466], [1.9391, -2.0209, 0.7915], [0.7489, -4.2733, 1.9409], [2.0224, -5.4282, 1.5157], [2.3465, -4.1102, 2.6540], [2.9713, -5.0217, -0.5941], [4.2207, -2.9485, -1.7507], [2.8603, -3.6291, -2.6201], [1.3761, -1.8996, -1.7956], [3.8453, 0.8243, -4.3489], [2.6502, 0.3772, -5.5843], [2.2931, 1.6821, -4.4366], [0.4712, -0.1821, -4.6853], [0.5360, -1.4943, -3.5347], [0.4058, 0.1093, -1.6528], [0.2933, 1.4593, -2.7761], [-1.6544, -0.8391, -3.0056], [-1.6959, 1.0486, -4.6668], [-3.2085, 0.9236, -3.7680], [-2.0221, 2.1782, -3.3546], [-2.7432, 1.0731, -1.2251], [-2.4976, 1.9429, 1.2036], [-4.2091, 2.2370, 3.4706], [-4.0284, 0.8452, 4.5414], [-2.5454, 2.5437, 5.4163], [-1.5609, 1.2957, 4.6480], [0.2185, 3.9311, 3.1665], [-0.0577, 3.6087, 4.8887], [0.2807, 2.2713, 3.7661], [-1.8673, 5.0362, 2.8929], [-3.3738, 4.2457, 3.3476], [-2.2668, 4.8172, 4.6099], [3.7024, -1.0755, -0.0463], [2.2322, -0.1275, -0.2088], [0.8540, -1.8722, 0.7529], [2.2552, -1.7256, 1.7974]],
  "forces_ev_per_angstrom": [[0.001, 0.000, 0.001], [0.000, 0.001, 0.002], [-0.002, -0.001, 0.002], [-0.002, 0.004, 0.000], [0.005, -0.002, -0.002], [-0.007, 0.008, 0.004], [0.003, -0.004, -0.002], [-0.001, -0.020, 0.015], [0.001, 0.003, 0.003], [0.002, 0.013, -0.017], [0.001, 0.012, -0.012], [-0.001, -0.013, 0.016], [0.001, 0.002, 0.002], [0.000, -0.004, -0.008], [0.001, 0.006, -0.001], [0.001, -0.001, -0.001], [0.004, -0.001, 0.006], [-0.005, 0.002, -0.005], [0.007, 0.004, 0.005], [0.001, -0.001, -0.003], [0.002, 0.000, -0.002], [0.003, 0.001, 0.003], [-0.001, -0.001, -0.001], [-0.001, -0.003, 0.001], [-0.005, -0.001, 0.004], [-0.005, -0.001, -0.005], [-0.006, 0.003, -0.002], [-0.001, 0.006, -0.003], [0.000, 0.000, -0.001], [0.000, 0.000, 0.000], [0.001, -0.001, 0.000], [0.001, 0.000, -0.002], [0.000, -0.001, 0.000], [0.001, -0.002, 0.001], [0.000, 0.000, 0.000], [0.000, 0.001, -0.001], [-0.002, -0.001, 0.001], [0.001, 0.000, 0.000], [-0.002, 0.001, -0.001], [0.001, 0.003, 0.001], [0.001, -0.001, 0.001], [0.001, -0.001, -0.002], [0.002, 0.000, -0.003], [-0.001, -0.002, -0.001], [0.000, 0.000, 0.000], [0.001, 0.000, 0.000], [-0.001, -0.001, 0.004], [-0.001, -0.001, -0.003], [-0.002, 0.000, 0.003], [0.002, 0.000, 0.001], [-0.002, 0.001, 0.000], [0.000, 0.000, 0.001], [0.001, 0.000, 0.000], [-0.001, 0.000, 0.000], [0.000, 0.001, 0.000], [0.000, 0.000, 0.000], [0.000, 0.001, 0.000], [0.000, 0.000, 0.000], [0.001, -0.003, 0.000], [0.003, 0.000, 0.002], [0.001, 0.000, 0.001], [-0.001, -0.003, 0.001]]
}